Model a:
Here is C3H3ClO2 in the gas phase from OMol25. Energies are from ωB97M-V/def2-TZVPD.

Atoms and positions in Å:
C1 1.076 0.264 -0.429
C2 -0.123 -0.585 0.118
O1 0.119 -1.751 0.261
C3 -1.360 0.131 0.313
O2 -1.997 0.268 -0.662
Cl1 -1.960 0.687 1.809
H1 0.850 1.209 -0.566
H2 1.553 -0.330 -1.261
H3 1.841 0.107 0.418

Its SMILES is CC(=O)C(=O)Cl. The HOMO energy is -0.3783 hartree. The value obtained for the HOMO-LUMO gap is 0.3847 Ha.

Löwdin atomic charges, in units of e: 0.0253, -0.4380, 0.1176, -0.8446, 0.1155, 0.7758, 0.0107, 0.1151, 0.1226

=====

Model b:
Here is C3H3ClO2 in the gas phase from OMol25. Energies are from ωB97M-V/def2-TZVPD.

Atoms and positions in Å:
C1 -0.779 1.119 0.243
C2 -0.788 -0.310 0.696
C3 1.092 -0.745 -0.545
O1 0.073 1.529 -0.556
O2 -0.071 -1.062 -0.112
Cl1 2.372 -0.112 0.453
H1 -1.698 1.659 0.232
H2 -1.637 -0.943 1.083
H3 1.436 -1.135 -1.493

The HOMO energy (spin up / spin down) is -0.2971 / -0.2912 hartree. The value obtained for the HOMO-LUMO gap (spin up / spin down) is 0.2867 / 0.2707 Ha.

Löwdin atomic charges, in units of e: -0.2630, -0.1222, -0.5054, -0.0496, -0.0849, 0.6961, 0.1058, 0.1249, 0.0984

=====

Short version: model b is the least stable of them.

=====

Model a:
Here is a molecular structure, C5H18NO2 from OMol25. Energies are from ωB97M-V/def2-TZVPD.

Atoms and positions in Å:
C1 -0.049 1.963 1.007
C2 -1.056 0.823 1.042
C3 -1.077 -0.168 -0.107
C4 -1.496 0.486 -1.390
C5 -1.858 -1.460 0.095
N1 2.604 -1.003 -0.297
H1 -0.178 2.649 0.177
H2 -0.092 2.496 1.958
H3 -0.852 0.234 1.959
H4 -2.057 1.255 1.130
H5 -0.021 -0.502 -0.188
H6 -2.533 0.833 -1.416
H7 -0.851 1.373 -1.517
H8 -1.307 -0.156 -2.205
H9 -1.299 -2.079 0.814
H10 -1.963 -2.039 -0.823
H11 -2.833 -1.264 0.510
H12 2.882 -1.792 -0.886
H13 0.969 1.566 0.926
H14 3.427 -0.662 0.205
H15 1.966 0.002 -1.187
H16 2.169 1.122 -2.226
O1 1.445 0.707 -1.732
H17 1.254 -1.467 2.279
H18 1.829 -1.297 0.517
O2 0.977 -1.618 1.356

The HOMO energy is -0.5302 hartree. The value obtained for the HOMO-LUMO gap is 0.1579 Ha. Its net charge is +1.

Löwdin atomic charges, in units of e: -0.0718, -0.1997, -0.4283, -0.0225, -0.0159, 0.2167, 0.0834, 0.0895, 0.1341, 0.1322, 0.1172, 0.1241, 0.0912, 0.0826, 0.0866, 0.1035, 0.0964, 0.1174, 0.0679, 0.1136, -0.0213, 0.0718, -0.0406, 0.0870, -0.0286, 0.0136

=====

Model b:
Here is 4 unconnected molecules or ions with the total composition C5H18NO2 from OMol25. Energies are from ωB97M-V/def2-TZVPD.

Atoms and positions in Å:
C1 -1.927 -1.127 -1.161
C2 -1.395 0.254 -0.879
C3 -0.315 0.268 0.199
C4 0.094 1.646 0.769
C5 -1.039 2.206 1.678
N1 -0.678 0.837 -2.094
H1 -1.137 -1.821 -1.449
H2 -2.679 -1.087 -1.952
H3 -2.445 -1.457 -0.260
H4 -2.167 0.901 -0.346
H5 -0.701 -0.335 1.021
H6 0.539 -0.098 -0.401
H7 1.033 1.470 1.291
H8 0.373 2.208 -0.132
H9 -1.415 1.555 2.455
H10 -0.463 2.983 2.194
H11 -1.737 2.812 1.098
H12 -1.738 2.465 -1.020
H13 -0.678 1.885 -1.853
H14 -1.369 0.994 -2.842
H15 2.206 -2.776 -1.054
H16 2.260 -2.510 0.457
O1 1.809 -2.250 -0.355
H17 4.912 -2.917 2.208
H18 4.525 -3.124 0.781
O2 4.130 -2.982 1.649

The HOMO energy is -0.5201 hartree. The value obtained for the HOMO-LUMO gap is 0.1938 Ha. Its net charge is +1.

Löwdin atomic charges, in units of e: -0.0215, -0.4602, -0.1859, -0.2127, -0.0669, 0.1245, 0.1071, 0.0936, 0.1007, 0.1392, 0.1345, 0.1277, 0.1231, 0.1027, 0.0909, 0.0930, 0.0524, 0.4709, 0.0462, 0.1026, 0.0435, 0.0120, -0.0530, 0.0492, 0.0415, -0.0550

=====

Model c:
Here is 4 unconnected molecules or ions with the total composition C5H18NO2 from OMol25. Energies are from ωB97M-V/def2-TZVPD.

Atoms and positions in Å:
C1 -0.553 -0.667 -2.341
C2 -0.922 0.028 -0.960
C3 -1.718 -0.881 -0.018
C4 -2.132 -0.312 1.370
C5 -2.871 1.040 1.241
N1 0.151 0.578 -0.338
H1 0.344 -1.251 -2.140
H2 -0.350 0.090 -3.092
H3 -1.351 -1.332 -2.654
H4 -1.651 0.833 -1.249
H5 -2.562 -1.238 -0.603
H6 -1.108 -1.758 0.227
H7 -2.762 -1.121 1.736
H8 -1.292 -0.269 2.061
H9 -2.171 1.674 0.710
H10 -3.790 0.914 0.669
H11 -3.122 1.589 2.144
H12 -1.381 7.376 1.522
H13 -1.305 7.013 2.145
H14 0.597 1.355 -0.859
H15 1.532 -0.480 0.327
H16 2.983 -0.817 0.509
O1 2.116 -1.176 0.663
H17 5.655 -0.916 -0.032
H18 5.205 0.582 -0.104
O2 4.898 -0.333 -0.108

The HOMO energy is -0.5384 hartree. The value obtained for the HOMO-LUMO gap is 0.2066 Ha. Its net charge is +1.

Löwdin atomic charges, in units of e: 0.0797, -0.4052, -0.1624, -0.2135, -0.0816, 0.3778, 0.1014, 0.0993, 0.1130, 0.2217, 0.1259, 0.1374, 0.1126, 0.1110, 0.0458, 0.0851, 0.0823, 0.0007, -0.0007, 0.1528, -0.0305, -0.0071, -0.0126, 0.0554, 0.0544, -0.0429

=====

Short version: model a is the least stable of them.

=====

Model a:
Here is CH4N2O3 in the gas phase from OMol25. Energies are from ωB97M-V/def2-TZVPD.

Atoms and positions in Å:
N1 1.213 -1.416 -0.636
O1 0.935 -0.133 -0.162
C1 -0.429 0.111 0.120
N2 -0.496 1.541 0.551
O2 -0.657 2.357 -0.315
O3 -0.378 1.755 1.727
H1 0.716 -1.577 -1.512
H2 0.936 -2.110 0.057
H3 -1.052 -0.009 -0.779
H4 -0.788 -0.518 0.949

Its SMILES is NOC[N+](=O)[O-]. The HOMO energy is -0.3935 hartree. The value obtained for the HOMO-LUMO gap is 0.3968 Ha.

Löwdin atomic charges, in units of e: 0.0300, -0.1680, -0.1204, -0.3999, 0.1016, 0.1017, 0.0882, 0.0878, 0.1394, 0.1397

=====

Model b:
Here is 2 unconnected molecules or ions with the total composition CH4N2O3 from OMol25. Energies are from ωB97M-V/def2-TZVPD.

Atoms and positions in Å:
O1 -4.317 -0.305 0.298
N1 -3.226 -0.002 -0.046
O2 -2.810 1.081 -0.320
O3 -2.339 -1.017 -0.135
H1 -1.414 -0.656 -0.394
C1 0.741 0.077 0.434
N2 0.050 -0.011 -0.607
H2 1.762 0.458 0.492
H3 0.306 -0.267 1.364
H4 0.481 0.314 -1.468

Its SMILES is O=[N+]([O-])O.C=N. The HOMO energy is -0.3986 hartree. The value obtained for the HOMO-LUMO gap is 0.4185 Ha.

Löwdin atomic charges, in units of e: 0.1130, -0.5197, 0.0763, 0.0525, 0.0450, -0.0517, 0.0366, 0.0803, 0.0789, 0.0890

=====

Short version: model a is the least stable of them.

=====

Model a:
Here is a molecular structure, C5H8N4 from OMol25. Energies are from ωB97M-V/def2-TZVPD.

Atoms and positions in Å:
C1 1.519 0.068 0.228
C2 0.649 -1.183 0.382
C3 -1.810 0.113 -0.326
C4 -0.640 1.893 0.182
C5 0.256 0.766 -0.067
H1 3.604 0.555 -0.131
H2 2.357 0.414 -1.446
H3 2.150 0.257 1.208
H4 0.360 -1.297 1.516
H5 1.248 -2.278 -0.092
H6 -3.924 -0.717 0.107
H7 -2.823 -1.820 -0.586
H8 -0.365 3.022 0.126
N1 2.628 0.049 -0.546
N2 -0.467 -0.359 -0.381
N3 -2.918 -0.852 -0.133
N4 -1.824 1.370 -0.041

The HOMO energy is -0.2741 hartree. The value obtained for the HOMO-LUMO gap is 0.3020 Ha.

Löwdin atomic charges, in units of e: -0.4918, -0.0366, -0.3636, -0.0952, -0.2223, 0.1781, 0.0697, 0.1680, 0.1337, 0.1861, 0.0857, 0.0979, 0.1259, -0.0049, 0.0643, 0.0639, 0.0411

=====

Model b:
Here is C5H8N4 in the gas phase from OMol25. Energies are from ωB97M-V/def2-TZVPD.

Atoms and positions in Å:
H1 4.179 0.023 -0.099
N1 3.302 0.533 -0.032
C1 2.352 -0.320 -0.069
N2 0.965 0.037 -0.095
C2 -0.032 -1.056 -0.155
C3 -1.378 -0.640 0.355
N3 -2.349 -0.178 -0.674
C4 -1.711 0.815 0.251
C5 -0.591 1.714 -0.119
N4 0.634 1.317 -0.167
H2 2.421 -1.426 -0.087
H3 0.010 -1.465 -1.178
H4 0.432 -1.859 0.455
H5 -1.774 -1.199 1.211
H6 -3.317 -0.241 -0.394
H7 -2.345 1.187 1.040
H8 -0.800 2.759 -0.243

Its SMILES is [H]/N=C/N1C[C@@H]2N[C@@H]2C=N1. The HOMO energy is -0.3072 hartree. The value obtained for the HOMO-LUMO gap is 0.3365 Ha.

Löwdin atomic charges, in units of e: 0.0340, 0.0856, -0.2399, -0.1540, -0.1074, -0.2499, 0.0741, -0.2430, -0.0937, 0.0801, 0.1190, 0.1298, 0.1165, 0.1408, 0.0840, 0.1289, 0.0951

=====

Short version: model a is the least stable of them.

=====

Model a:
Here is a gas-phase ion, C6H13N2O (charge +1) from OMol25. Energies are from ωB97M-V/def2-TZVPD.

Atoms and positions in Å:
C1 -2.486 -0.251 0.633
N1 -1.784 0.910 -0.159
C2 -0.301 0.298 -0.654
C3 -0.355 -1.106 -1.420
N2 0.058 -0.872 0.008
C4 1.294 -1.112 0.690
C5 2.278 -0.012 0.139
C6 1.636 1.332 0.248
O1 0.529 1.396 -0.755
H1 -3.240 0.370 1.060
H2 -3.020 -1.066 0.095
H3 -1.892 -0.580 1.459
H4 -1.440 1.756 0.313
H5 -2.401 1.134 -0.975
H6 -1.256 -1.513 -1.427
H7 0.473 -1.228 -2.073
H8 1.783 -2.002 0.436
H9 1.008 -0.902 1.670
H10 3.177 -0.181 0.548
H11 2.482 -0.093 -0.868
H12 1.342 1.494 1.217
H13 2.115 2.229 -0.185

Its SMILES is C[NH2+][C@]12CN1CCCO2. The HOMO energy is -0.4896 hartree. The value obtained for the HOMO-LUMO gap is 0.3804 Ha. Its net charge is +1.

Löwdin atomic charges, in units of e: 0.0153, 0.1279, -0.3636, 0.1215, -0.0704, -0.0820, -0.1087, -0.0905, -0.0299, 0.0774, 0.1216, 0.0844, 0.1673, 0.1835, 0.0492, 0.1191, 0.1228, 0.1114, 0.0888, 0.1018, 0.0993, 0.1538

=====

Model b:
Here is a gas-phase ion, C6H13N2O (charge +1) from OMol25. Energies are from ωB97M-V/def2-TZVPD.

Atoms and positions in Å:
C1 -0.017 1.858 0.817
C2 0.529 0.582 0.372
C3 1.913 0.728 -0.172
N1 -0.065 -0.571 0.456
C4 0.728 -1.701 -0.013
C5 -1.514 -0.804 0.833
C6 -2.561 -0.333 -0.199
N2 -2.021 0.442 -1.262
O1 -3.724 -0.336 0.059
H1 -1.102 1.925 0.515
H2 0.376 2.758 0.352
H3 -0.064 2.028 1.928
H4 2.598 0.074 0.371
H5 2.273 1.727 -0.058
H6 2.011 0.539 -1.244
H7 0.929 -1.700 -1.127
H8 1.659 -1.636 0.526
H9 0.202 -2.524 0.250
H10 -1.606 -0.160 1.767
H11 -1.925 -1.752 1.092
H12 -2.818 0.888 -1.730
H13 -1.433 -0.071 -1.818

Its SMILES is CC(C)=[N+](C)CC(N)=O. The HOMO energy is -0.5189 hartree. The value obtained for the HOMO-LUMO gap is 0.3614 Ha. Its net charge is +1.

Löwdin atomic charges, in units of e: -0.0068, -0.2626, 0.0117, -0.0465, 0.0172, 0.0118, -0.4808, 0.1566, 0.1376, 0.1031, 0.1016, 0.1401, 0.1068, 0.0878, 0.1217, 0.1429, 0.0986, 0.0659, 0.1660, 0.1318, 0.1332, 0.0622

=====

Short version: model a is the least stable of them.